{"formula": "C5H9NO2", "method": "ωB97M-V/def2-TZVPD", "species": ["O", "O", "N", "C", "C", "C", "C", "C", "H", "H", "H", "H", "H", "H", "H", "H", "H"], "xyz": [[0.1471, 0.2969, 1.8393], [-2.0114, -0.4043, -0.8791], [1.9956, -1.4422, 0.4120], [1.5962, -0.8820, -0.7770], [-0.8263, -0.5925, -0.1431], [0.3509, -0.5113, -1.0872], [-0.5075, 0.5242, 0.8427], [-0.9433, 1.9043, 0.4389], [-2.7672, -0.5326, -0.2967], [0.1176, -0.1027, -2.0544], [2.3679, -0.8160, -1.5326], [-0.0676, 2.4639, 0.1128], [2.9834, -1.4121, 0.6014], [-1.3630, 2.4218, 1.2987], [1.4227, -1.2168, 1.2140], [-1.6628, 1.8605, -0.3732], [-0.8321, -1.5591, 0.3835]], "forces_ev_per_angstrom": [[-0.09, -0.02, 0.05], [-0.18, 0.02, -0.15], [0.05, 0.00, 0.12], [-0.06, -0.13, -0.15], [0.64, -0.24, 0.22], [-0.38, -0.08, -0.05], [-0.24, -0.05, -0.01], [0.01, 0.14, 0.07], [0.04, -0.04, -0.02], [0.08, 0.05, -0.23], [0.03, 0.07, -0.02], [0.05, 0.02, -0.01], [-0.05, -0.04, 0.00], [-0.01, 0.01, 0.06], [0.08, 0.03, 0.07], [0.00, 0.09, 0.00], [0.03, 0.16, 0.06]], "nbo_charge": [-0.586, -0.704, -0.816, 0.038, -0.039, -0.345, 0.591, -0.740, 0.474, 0.228, 0.197, 0.248, 0.382, 0.239, 0.407, 0.239, 0.185], "e_above_lowest_kcal_mol": 27.7, "lumo_energy_ev": 0.77, "spin_multiplicity": 1, "energy_ha": -401.1327, "orbital_gap_ev": 8.9, "smiles": "CC(=O)[C@@H](O)/C=C\\N"}

{"formula": "C5H9NO2", "method": "ωB97M-V/def2-TZVPD", "species": ["O", "O", "N", "C", "C", "C", "C", "C", "H", "H", "H", "H", "H", "H", "H", "H", "H"], "xyz": [[-0.5936, -2.5142, -1.5671], [-1.6204, -0.2173, 1.6128], [0.4035, 0.0914, 0.6448], [-0.5749, 0.3941, 1.5572], [-1.0561, 0.3225, -1.3210], [1.6212, 0.8770, 0.8876], [0.0833, -0.4423, -0.6611], [-0.3181, -1.9264, -0.5586], [-0.4043, 1.2767, 2.1876], [0.9680, -0.4373, -1.2900], [1.6969, 1.2654, 1.8962], [-0.9164, 1.4026, -1.2544], [2.5220, 0.3490, 0.5835], [-2.0523, 0.0269, -0.9971], [-0.2144, -2.3920, 0.4365], [1.5770, 1.7698, 0.2439], [-1.1214, 0.1542, -2.4007]], "forces_ev_per_angstrom": [[-0.32, -0.42, 0.27], [-0.16, 0.15, 0.06], [1.05, 1.25, 1.98], [-0.99, -0.99, -0.91], [-0.39, 0.38, -1.36], [-0.14, 0.70, -1.90], [-1.03, -0.66, 0.52], [0.85, 0.58, -0.60], [0.41, -0.16, 0.23], [0.25, 0.19, 0.06], [-0.07, -0.49, 0.22], [-0.05, -0.01, 0.41], [-0.01, -0.26, 0.31], [0.18, 0.16, 0.60], [-0.24, -0.10, -0.01], [0.22, 0.01, 0.05], [0.46, -0.33, 0.08]], "nbo_charge": [-0.517, -0.597, -0.456, 0.531, -0.629, -0.409, -0.155, 0.457, 0.120, 0.233, 0.216, 0.212, 0.209, 0.239, 0.130, 0.182, 0.232], "e_above_lowest_kcal_mol": 30.9, "lumo_energy_ev": 0.73, "spin_multiplicity": 1, "energy_ha": -401.1275, "orbital_gap_ev": 10.1, "smiles": "C[C@H](C=O)N(C)C=O"}

{"formula": "C5H9NO2", "method": "ωB97M-V/def2-TZVPD", "species": ["O", "O", "N", "C", "C", "C", "C", "C", "H", "H", "H", "H", "H", "H", "H", "H", "H"], "xyz": [[1.0323, 1.9735, 0.7084], [-0.1140, -0.1041, 1.8272], [2.0743, -0.4473, 0.1955], [-2.1350, -0.9045, -1.1232], [0.2857, 1.2090, -0.1959], [-1.7404, -0.4750, 0.0687], [-0.3790, 0.0142, 0.4468], [0.8191, -0.1859, -0.4586], [0.2813, 0.7288, 2.0865], [2.7061, -0.9086, -0.4666], [-2.4251, -0.4901, 0.9206], [-1.4915, -0.9132, -2.0007], [-3.1631, -1.1778, -1.3047], [0.6619, -0.6425, -1.4636], [1.9476, 1.5634, 0.6689], [-0.2705, 1.8333, -0.8976], [1.9103, -1.0732, 0.9883]], "forces_ev_per_angstrom": [[1.23, -0.53, -0.43], [-0.52, -0.73, -0.58], [0.32, -0.70, -0.32], [0.08, 0.38, -0.20], [-0.38, 0.62, 0.19], [0.37, -0.01, 0.37], [-0.18, -0.49, 0.29], [-0.33, 0.07, -0.90], [0.28, 0.57, 0.19], [-0.26, 0.27, 0.53], [0.08, 0.09, -0.28], [0.03, -0.03, 0.21], [-0.07, -0.14, 0.10], [0.04, 0.42, 0.94], [-1.05, 0.44, 0.23], [0.18, -0.47, -0.09], [0.19, 0.24, -0.24]], "nbo_charge": [-0.723, -0.706, -0.857, -0.410, 0.055, -0.175, 0.153, -0.108, 0.491, 0.377, 0.220, 0.187, 0.205, 0.207, 0.499, 0.197, 0.389], "e_above_lowest_kcal_mol": 55.7, "lumo_energy_ev": 0.84, "spin_multiplicity": 1, "energy_ha": -401.0880, "orbital_gap_ev": 9.8, "smiles": "C=C[C@@]1(O)[C@H](N)[C@@H]1O"}